Computed, not measured: a molecular structure, C4H8NO2, with ωB97M-V with the def2-TZVPD basis set.

Values from the calculation:
HOMO ... -2.64 eV
Kohn-Sham gap ... 0.21906 hartree
Charge ... -1
Total energy ... -9854.995 eV
ΔE to the lowest compared entry with this formula, charge and spin ... 944.7 kJ/mol
LUMO level ... 3.33 eV

Last column: Mulliken charge in e.
Element x y z (Å)
C: -1.261 -0.052 1.218  -0.83
O: -2.561 -1.380 1.477  -0.64
C: -0.677 0.229 -0.197  0.44
C: 0.714 -0.422 -0.226  -0.74
C: 1.767 0.006 -1.180  -0.02
O: 2.946 -0.068 -0.975  -0.56
N: -0.511 1.618 -0.428  -1.01
H: -1.131 -1.118 1.589  0.30
H: -2.387 0.039 1.138  0.27
H: -1.351 -0.292 -0.890  0.39
H: 0.753 -1.441 0.156  0.38
H: 1.252 0.544 0.115  0.11
H: 1.324 0.514 -2.066  0.41
H: -0.906 0.652 1.984  0.36
H: -1.254 1.919 -1.065  0.12

Cartesian forces (eV/Å) of the 2 atoms listed first:
-0.562 0.301 -0.146
0.110 -0.195 0.455

=====

Computed, not measured: 2 unconnected molecules or ions with the total composition C4H8NO2, with ωB97M-V with the def2-TZVPD basis set.

Values from the calculation:
HOMO (alpha / beta) ... -3.44 / -3.15 eV
Kohn-Sham gap (alpha / beta) ... 0.27543 / 0.26816 hartree
Charge ... -1
Total energy ... -9855.392 eV
ΔE to the lowest compared entry with this formula, charge and spin ... 906.5 kJ/mol
LUMO level (alpha / beta) ... 4.06 / 4.14 eV

Last column: Mulliken charge in e.
Element x y z (Å)
C: -0.941 1.047 1.945  -0.53
C: -0.080 -0.977 -1.387  -0.92
C: 1.116 0.904 -0.156  -1.13
C: 1.287 -0.242 -1.123  -0.16
N: -1.676 0.139 1.513  0.72
O: -2.427 -0.504 2.311  -0.71
O: -1.945 0.023 0.258  -0.65
H: -0.590 1.060 2.983  0.20
H: -0.290 -1.314 -0.356  0.18
H: -0.902 -0.293 -1.602  0.24
H: -0.024 -1.838 -1.993  0.40
H: 1.806 1.012 0.644  0.40
H: 0.780 1.829 -0.390  0.44
H: 1.943 0.050 -1.992  0.29
H: 1.943 -0.896 -0.654  0.22

Cartesian forces (eV/Å) of the 2 atoms listed first:
3.365 3.152 1.460
1.180 1.231 1.999

=====

Computed, not measured: a gas-phase ion, C4H8NO2 (charge -1), with ωB97M-V with the def2-TZVPD basis set.

Values from the calculation:
HOMO ... -2.91 eV
Kohn-Sham gap ... 0.26365 hartree
Charge ... -1
SMILES ... C[C@@H](C=O)NC[O-]
Total energy ... -9861.605 eV
ΔE to the lowest compared entry with this formula, charge and spin ... 307.0 kJ/mol
LUMO level ... 4.26 eV

Last column: Mulliken charge in e.
Element x y z (Å)
O: 0.730 2.366 0.541  -0.59
C: 0.823 1.347 -0.147  -0.19
C: -0.469 0.558 -0.301  0.36
C: -1.273 0.567 1.061  -1.21
N: -0.295 -0.808 -0.835  -0.49
C: 1.114 -1.356 -0.683  -0.54
O: 1.781 -0.908 0.363  -0.81
H: 1.786 1.039 -0.524  0.44
H: -1.225 0.982 -0.967  0.32
H: -2.306 0.874 1.011  0.31
H: -0.769 1.036 1.901  0.28
H: -1.360 -0.478 1.413  0.33
H: -0.966 -1.474 -0.503  0.27
H: 0.881 -2.462 -0.618  0.32
H: 1.548 -1.282 -1.714  0.21

Cartesian forces (eV/Å) of the 2 atoms listed first:
0.612 -0.423 -0.684
-1.242 1.311 1.401